Record 1
Here is an isolated ion of composition C7H14FN3 and charge +2 at a distorted geometry from OMol25. Energies are from wB97M-V/def2-TZVPD.

Values from the calculation:
- SMILES string: CC/[NH+]=C1\[NH+]=C(C)NC[C@@H]1F
- ΔE to the lowest compared entry with this formula, charge and spin: 18.57 kcal/mol
- HOMO-LUMO gap: 9.99 eV
- Charge: +2
- Highest occupied orbital energy: -19.00 eV

XYZ file:
```
25
Properties=species:S:1:pos:R:3:forces:R:3:lowdin_charge:R:1
C 3.48450 -0.84158 -1.32802 -1.426 -0.684 -2.794 0.000
C 1.95732 -0.50463 -1.45911 1.326 -4.004 -4.856 -0.163
N 1.18572 -1.02011 -0.41056 -1.575 1.268 1.165 0.149
C 0.10365 -0.54035 0.06687 -2.394 -1.167 1.432 -0.079
N -0.67416 0.43697 -0.49502 -0.885 0.477 2.093 0.234
C -1.78732 0.99243 0.13642 -1.611 0.473 0.900 -0.185
C -2.56338 2.06821 -0.59769 0.893 -2.099 -0.177 0.081
N -2.13488 0.61319 1.33590 2.155 -0.215 0.712 0.167
C -1.11444 -0.01202 2.21374 -2.378 -3.347 -0.813 -0.007
C -0.56852 -1.22735 1.41025 -0.316 0.174 -2.582 -0.193
F 0.46163 -1.77847 1.99837 2.037 -0.810 1.650 0.085
H 4.13987 -0.21284 -1.91190 -0.310 0.841 -0.001 0.098
H 3.65873 -0.73339 -0.33750 1.253 0.324 3.140 0.044
H 3.82660 -1.81749 -1.68671 -0.808 -0.251 0.341 0.104
H 1.45040 -0.92544 -2.45941 1.366 0.531 1.844 0.200
H 1.82380 0.48039 -1.58373 -0.434 3.865 0.122 0.079
H 1.53062 -1.78736 0.09318 0.865 -1.501 0.968 0.169
H -0.41983 0.96876 -1.27763 0.808 0.530 -1.621 0.156
H -3.58581 2.21608 -0.33801 -0.747 -0.328 0.879 0.108
H -2.59544 1.63244 -1.58642 0.188 1.038 -0.931 0.111
H -2.06687 3.00454 -0.40519 0.516 0.464 -0.617 0.125
H -2.94381 0.83782 1.90943 -0.417 0.818 -1.160 0.201
H -1.64170 -0.29778 3.13491 0.344 -0.262 -0.311 0.164
H -0.32984 0.60914 2.48516 1.507 1.553 0.208 0.132
H -1.19683 -2.16116 1.09268 0.043 2.314 0.408 0.221
```
Forces are in eV/Å.



Record 2
Here is an isolated ion of composition C4H13N2Si and charge +1 at a distorted geometry from OMol25. Energies are from wB97M-V/def2-TZVPD.

Values from the calculation:
- SMILES string: CN/C=C(\[SiH3])[NH2+]C
- ΔE to the lowest compared entry with this formula, charge and spin: 82.68 kcal/mol
- HOMO-LUMO gap: 9.63 eV
- Charge: +1
- Highest occupied orbital energy: -12.74 eV

XYZ file:
```
20
Properties=species:S:1:pos:R:3:forces:R:3:lowdin_charge:R:1
C -1.32358 -2.96453 -0.39697 2.214 -0.590 1.538 -0.052
N -0.19720 -2.01616 -0.48975 -0.455 -0.622 -0.074 -0.033
C -0.29516 -0.87547 0.23280 0.302 -1.762 0.061 -0.177
C 0.40004 0.23032 0.11377 2.433 1.364 -0.838 -0.377
Si 1.88172 0.68044 -0.97996 0.894 1.855 -1.056 0.695
N 0.20212 1.26715 1.16533 -1.089 -1.547 -1.687 -0.024
C -0.34367 2.48629 0.61921 2.199 3.903 -1.187 -0.045
H -2.18957 -2.48501 -0.11283 -1.770 1.420 0.944 0.057
H -1.16370 -3.79669 0.32703 0.175 0.438 -0.775 0.112
H -1.55194 -3.26776 -1.35329 -0.231 -1.333 -2.100 0.064
H 0.54404 -2.27611 -1.18103 -0.980 1.007 1.141 0.167
H -0.91519 -0.90152 1.12195 -0.693 -0.540 -0.226 0.143
H 3.00482 -0.18343 -1.48927 -1.048 -0.434 0.207 -0.060
H 2.70606 1.59502 -0.14668 -0.259 -0.091 0.591 -0.070
H 1.56911 1.73783 -2.06858 -0.231 -1.132 0.564 -0.048
H -0.55544 0.98447 1.76176 0.121 -0.852 0.976 0.157
H 1.07174 1.37487 1.65437 0.411 0.465 0.669 0.156
H 0.49935 3.19774 0.30055 -0.906 -0.934 0.993 0.131
H -0.85509 2.47205 -0.32809 -0.653 -1.228 -0.011 0.108
H -0.92325 2.94464 1.38912 -0.434 0.612 0.272 0.098
```
Forces are in eV/Å.



Record 3
Here is C21H23NO3S2 as an isolated structure at a distorted geometry from OMol25. Energies are from wB97M-V/def2-TZVPD.

Values from the calculation:
- ΔE to the lowest compared entry with this formula, charge and spin: 11.88 kcal/mol
- HOMO-LUMO gap: 4.57 eV
- Charge: 0
- Highest occupied orbital energy: -6.53 eV

XYZ file:
```
50
Properties=species:S:1:pos:R:3:forces:R:3:lowdin_charge:R:1
C -4.30661 -1.48256 3.41416 -0.236 0.222 0.178 -0.193
C -2.84252 -1.33062 3.80679 -0.610 0.034 -0.250 -0.211
N -2.28530 -0.26124 2.97568 1.063 0.124 0.605 -0.212
C -0.89828 -0.24911 2.76172 -0.925 -0.201 0.569 -1.272
S 0.01862 -1.58570 3.18127 0.326 -0.052 -0.376 0.517
S -0.27396 1.17629 2.09686 -0.237 0.992 1.183 0.617
C -2.96958 1.02189 3.16377 -0.709 -0.153 -0.179 -0.208
C -4.42214 0.81188 2.76908 -0.301 -0.123 0.269 -0.195
O -5.02764 -0.24750 3.52205 0.402 -0.137 -0.359 -0.152
H -4.35310 -1.87143 2.37761 -0.122 0.145 0.266 0.119
H -4.82781 -2.16747 4.10007 0.210 0.097 -0.329 0.125
H -2.78009 -1.09140 4.88707 0.192 -0.012 -0.382 0.136
H -2.29676 -2.26249 3.60353 -0.216 0.409 0.171 0.056
H -2.93769 1.35296 4.22060 0.224 -0.177 -0.299 0.137
H -2.51014 1.78552 2.52082 -0.216 -0.364 0.357 0.046
H -5.03500 1.69550 3.00251 0.262 -0.204 -0.217 0.125
H -4.46597 0.59562 1.68403 -0.104 0.001 0.287 0.122
C 6.98454 2.69411 -2.31833 -0.280 0.022 0.350 -0.051
O 6.11077 3.07564 -1.23173 -0.319 -0.517 -0.270 -0.071
C 4.96186 2.38424 -1.03158 -0.202 -0.129 -0.127 -0.241
C 4.09607 2.88190 -0.02292 0.566 -0.044 -0.531 0.015
C 2.87951 2.28673 0.18943 -0.536 -0.546 -0.008 0.013
C 2.44148 1.16064 -0.58259 1.172 0.063 -0.297 -0.177
C 1.15723 0.59750 -0.36065 0.207 -0.412 -0.822 0.041
C 0.40229 -0.16205 -1.27793 -0.125 -0.014 -0.734 -0.167
C -0.78362 -0.79929 -0.79526 -0.121 -0.115 0.140 0.079
C -1.52138 -1.61587 -1.61967 0.721 0.124 -0.745 -0.128
C -1.08383 -1.84354 -2.94916 -0.215 -0.353 0.497 -0.190
O -1.82801 -2.76000 -3.62159 0.118 0.773 1.099 0.009
C -2.87692 -3.23889 -2.68439 0.065 -0.304 -0.350 -0.095
C -2.75796 -2.42620 -1.38984 -0.393 0.069 0.260 -0.087
C 0.03594 -1.18089 -3.48572 -0.474 -0.303 -0.200 0.023
C 0.72302 -0.31215 -2.67639 0.081 -0.015 0.683 0.000
C 3.38382 0.61800 -1.51188 -0.516 0.303 0.152 -0.014
C 4.59940 1.22155 -1.75890 0.425 0.558 0.157 -0.002
H 7.80481 3.40973 -2.26235 -0.092 -0.166 -0.087 0.094
H 7.36627 1.67245 -2.18429 -0.097 0.266 0.028 0.096
H 6.47796 2.77665 -3.29067 0.050 0.011 0.303 0.100
H 4.42105 3.75107 0.54762 -0.128 -0.222 -0.139 0.127
H 2.20679 2.68733 0.94913 0.150 -0.148 -0.170 0.116
H 0.68287 0.73379 0.66262 0.560 -0.081 -0.837 -0.106
H -1.08367 -0.63858 0.24421 0.166 -0.057 -0.295 0.094
H -3.84596 -3.11277 -3.18101 0.355 -0.012 0.027 0.125
H -2.70093 -4.30843 -2.50982 0.052 0.308 -0.215 0.127
H -2.67180 -3.07130 -0.50826 -0.027 0.145 -0.168 0.130
H -3.64057 -1.78483 -1.25759 0.256 -0.119 0.066 0.128
H 0.31671 -1.37343 -4.51500 -0.019 0.183 0.063 0.123
H 1.54131 0.27172 -3.09089 -0.278 -0.154 0.028 0.110
H 3.14288 -0.30224 -2.04219 0.134 0.219 0.252 0.113
H 5.27207 0.81726 -2.52004 -0.258 0.068 0.393 0.110
```
Forces are in eV/Å.



Record 4
Here is one molecule with the formula C3H6N2 at a distorted geometry from OMol25. Energies are from wB97M-V/def2-TZVPD.

Values from the calculation:
- SMILES string: C=NN1CC1
- ΔE to the lowest compared entry with this formula, charge and spin: 91.90 kcal/mol
- HOMO-LUMO gap: 10.30 eV
- Charge: 0
- Highest occupied orbital energy: -9.23 eV

XYZ file:
```
11
Properties=species:S:1:pos:R:3:forces:R:3:lowdin_charge:R:1
C -1.61101 0.91096 0.74331 2.326 0.706 -2.208 -0.065
N -0.33572 0.67275 0.98276 -3.641 0.137 -1.518 -0.078
N 0.41920 0.63498 -0.25493 1.720 -0.981 0.721 -0.144
C 1.51075 -0.38459 0.03209 0.129 0.751 -3.715 -0.141
C 0.36794 -0.74467 -0.87118 -1.483 0.527 2.174 -0.147
H -1.88652 1.28800 -0.47392 0.333 -1.389 3.836 0.151
H -2.32956 0.82198 1.59579 0.626 0.432 -1.036 0.059
H 1.37865 -0.80160 0.96154 0.289 -0.748 2.110 0.053
H 2.55143 -0.33044 -0.41948 -1.545 0.471 0.784 0.119
H 0.40798 -0.78299 -1.94579 0.148 0.045 -0.093 0.086
H -0.47314 -1.28437 -0.35019 1.098 0.049 -1.054 0.107
```
Forces are in eV/Å.



Record 5
Here is a 2-piece molecular cluster, C3H6ClN overall at a distorted geometry from OMol25. Energies are from wB97M-V/def2-TZVPD.

Values from the calculation:
- ΔE to the lowest compared entry with this formula, charge and spin: 137.58 kcal/mol
- HOMO-LUMO gap (spin up / spin down): 8.08 / 8.09 eV
- Charge: 0
- Highest occupied orbital energy (spin up / spin down): -9.01 / -8.07 eV

XYZ file:
```
11
Properties=species:S:1:pos:R:3:forces:R:3:lowdin_charge:R:1
C 2.52320 1.87121 -0.25089 1.107 2.570 0.006 -0.183
C 1.38850 1.03559 -0.62226 1.391 -0.016 -0.050 -0.087
C -0.60638 -2.05641 -0.46452 -0.386 -1.401 -0.937 0.086
N 2.15821 0.61727 0.32456 -1.243 -1.161 0.952 -0.362
Cl 3.30334 -0.92234 0.48221 0.438 -0.432 -0.366 0.332
H 3.45574 2.06187 -0.83738 -0.829 -0.899 0.226 0.115
H 2.36022 2.66600 0.46779 -0.035 0.403 -0.217 0.087
H 0.87296 0.67006 -1.45946 -0.836 -0.458 -0.562 0.097
H -0.78209 -1.77085 -1.49476 -0.185 -0.175 0.083 -0.021
H -0.06900 -1.37069 0.11553 0.578 0.667 0.992 -0.065
H -0.66933 -3.12294 -0.18703 -0.002 0.901 -0.127 0.000
```
Forces are in eV/Å.



Record 6
Here is a 11-piece molecular cluster, C6H31NO10 overall at a distorted geometry from OMol25. Energies are from wB97M-V/def2-TZVPD.

Values from the calculation:
- SMILES string: C=N/C=C/CCC.O.O.O.O.O.O.O.O.O.O
- ΔE to the lowest compared entry with this formula, charge and spin: 70.07 kcal/mol
- HOMO-LUMO gap: 9.16 eV
- Charge: 0
- Highest occupied orbital energy: -9.12 eV

XYZ file:
```
48
Properties=species:S:1:pos:R:3:forces:R:3:lowdin_charge:R:1
C 1.70301 -0.44929 -1.47233 1.122 0.848 -0.084 -0.037
N 1.71460 -0.42611 -0.20683 -0.281 -0.846 -0.231 -0.004
C 0.59662 -0.76889 0.61405 0.598 1.079 -1.538 -0.184
C -0.65904 -0.40869 0.38134 -1.265 -0.230 1.747 -0.072
C -1.67066 -0.49211 1.53787 -1.378 -0.155 -1.594 -0.171
C -3.18917 -0.32915 1.19515 0.463 -0.213 -1.598 -0.228
C -3.53224 0.41230 -0.12258 -0.827 0.089 1.358 -0.118
H 0.89055 -0.57525 -2.18445 -0.458 -0.563 0.374 0.074
H 2.66024 -0.18015 -1.93517 -0.332 -0.039 -0.097 0.079
H 0.95461 -1.23918 1.50402 -0.473 -0.042 0.386 0.052
H -1.07909 0.01732 -0.51613 0.774 0.207 -0.325 0.065
H -1.52492 0.34810 2.20561 0.792 -0.495 0.556 0.094
H -1.66381 -1.50851 1.89053 0.780 -0.007 1.133 0.089
H -3.66203 0.19592 2.02021 -0.147 0.006 0.043 0.100
H -3.68990 -1.29892 1.09542 0.291 -0.094 0.328 0.092
H -4.61296 0.21877 -0.24265 0.439 0.280 -0.593 0.079
H -3.38508 1.46490 0.06171 -0.046 0.457 -0.211 0.046
H -2.94714 0.15070 -0.99684 -0.143 -0.411 -0.090 0.034
O 2.62674 -0.42247 3.23796 -0.918 -1.786 -0.588 -0.076
H 2.82266 -1.37765 3.10430 1.016 0.748 0.442 0.054
H 1.70290 -0.59112 2.97124 -0.068 1.162 0.396 0.004
O -1.30703 2.37234 0.94063 -0.389 -1.046 0.767 -0.045
H -1.25076 3.28600 1.19574 0.550 0.518 -0.507 0.051
H -0.76014 2.08466 0.19390 -0.106 0.972 -0.012 0.011
O 3.63167 1.95062 -0.15296 -0.345 0.414 0.042 -0.086
H 3.45566 1.01831 0.03702 -0.105 -0.021 0.010 0.013
H 2.94640 2.41548 0.37706 0.533 -0.383 -0.087 -0.003
O -0.93895 2.14590 -1.79829 0.009 -0.706 -0.074 -0.056
H -0.24316 2.55922 -2.32450 0.087 0.347 -0.111 0.030
H -1.79164 2.55586 -1.95522 0.047 0.266 -0.110 0.070
O 1.86866 2.75631 1.81168 -0.057 -0.223 0.413 -0.052
H 1.04916 2.28002 2.00489 -0.080 0.082 -0.185 0.037
H 2.51976 2.30882 2.37511 -0.073 0.103 -0.081 0.060
O 1.67784 2.47216 -2.26249 1.065 0.625 0.550 -0.075
H 2.59960 2.80057 -2.22410 -0.286 -0.117 -0.998 0.070
H 1.67492 2.35770 -1.30454 -0.731 -0.563 0.325 0.014
O -1.35662 -0.48360 -3.35563 0.406 -0.116 0.150 -0.052
H -2.01582 -0.36597 -4.04433 0.169 0.444 -0.023 0.070
H -0.95168 0.35928 -3.08273 -0.606 -0.048 -0.229 0.031
O 0.42453 -3.75006 -0.79982 0.107 0.784 0.053 -0.061
H -0.33030 -3.36072 -1.26798 -0.444 -0.469 0.069 0.003
H 0.84269 -2.92290 -0.51535 0.252 -0.345 0.025 -0.006
O -2.15828 -2.45367 -1.67370 0.776 -0.259 -0.202 -0.056
H -1.86255 -1.75129 -2.28654 -0.275 -0.077 0.222 -0.010
H -3.06788 -2.28622 -1.45601 -0.471 0.152 0.105 0.031
O 0.30198 -2.92878 2.70318 0.823 0.758 0.191 -0.044
H -0.38719 -3.43189 3.12538 -0.193 -0.561 -0.238 0.046
H 0.57327 -3.30200 1.85697 -0.601 -0.527 0.120 0.036
```
Forces are in eV/Å.



Record 7
Here is a 2-piece molecular cluster, C9H17N3O overall at a distorted geometry from OMol25. Energies are from wB97M-V/def2-TZVPD.

Values from the calculation:
- ΔE to the lowest compared entry with this formula, charge and spin: 54.03 kcal/mol
- HOMO-LUMO gap (spin up / spin down): 2.08 / 8.18 eV
- Charge: -1
- Spin multiplicity: 2
- Highest occupied orbital energy (spin up / spin down): 1.05 / -5.15 eV

XYZ file:
```
30
Properties=species:S:1:pos:R:3:forces:R:3:lowdin_charge:R:1
C 3.15256 -1.15864 1.39049 2.228 2.581 3.474 -0.138
C 2.40502 -3.38050 0.29598 0.708 4.497 -5.419 -0.147
C 2.95838 -2.06863 0.35286 -1.961 -4.299 -4.284 -0.427
C 2.97803 -2.66382 -1.80684 -1.225 0.174 2.824 -0.306
N 2.22824 -3.62402 -1.13984 3.341 2.154 2.243 0.003
N 3.32807 -1.70330 -0.92567 0.367 -0.958 -1.533 0.051
H 1.99571 -4.09494 0.85012 -1.612 -2.217 2.865 0.001
H 1.66134 -4.33397 -1.51612 -0.450 -1.153 -0.545 0.008
H 4.22270 -1.31255 1.68016 -0.581 0.136 0.611 0.084
H 2.49590 -1.29902 2.25405 0.244 -0.127 -0.079 0.063
H 3.28009 -2.76117 -2.85004 -0.507 0.381 0.406 0.083
H 3.18557 -0.05690 1.17893 -0.574 -1.117 -0.557 0.086
C -1.27780 1.63693 -0.93847 -2.350 4.058 -1.340 -0.313
C -0.12209 1.26463 -0.14876 4.616 7.523 0.922 -0.127
C -2.12417 3.50407 0.19033 1.469 0.438 -2.372 -0.109
C -3.14296 -0.30160 0.42279 1.808 0.281 -0.099 -0.086
C -3.15426 1.21996 0.70954 0.528 -0.226 -1.135 -0.504
O -3.90611 1.60637 1.56532 -0.411 0.982 0.869 0.037
N -2.40537 2.09886 -0.10326 0.526 0.269 1.229 -0.120
H -1.02865 2.54826 -1.59008 -0.286 -1.038 0.976 0.121
H -1.83782 1.10387 -1.67539 0.971 -2.024 -0.453 0.095
H 0.25252 1.91411 0.89797 -2.391 -1.660 -2.452 0.157
H 0.83894 1.62715 -0.62507 -0.896 -1.558 -0.302 0.085
H -0.99218 3.80892 0.43448 -2.790 -0.877 -0.174 0.130
H -4.04860 -0.71602 0.81424 -0.709 0.054 0.033 0.048
H -0.21265 0.33976 0.04700 0.546 -6.908 1.877 -0.029
H -2.45224 4.05560 -0.73224 1.613 -0.639 -0.737 0.085
H -2.88228 4.07591 0.56828 -1.780 0.628 3.575 0.030
H -3.05332 -0.51019 -0.66849 0.266 -0.164 0.927 0.058
H -2.34260 -0.81913 1.06774 -0.710 0.809 -1.351 0.080
```
Forces are in eV/Å.



Which of these has the highest charge? C7H14FN3



Which value of ΔE to the lowest compared entry with this formula, charge and spin does entry 3 give? 11.88 kcal/mol